[1]
The following is a DFT calculation (ωB97M-V/def2-TZVPD) of a 2-piece molecular cluster, C4H9ClI2Si overall.

Geometry as XYZ:
```
17
Properties=species:S:1:pos:R:3
C 0.936 0.740 -2.594
C 0.160 1.116 -1.329
C 0.186 0.032 -0.163
C -0.993 0.155 0.683
Si -0.581 -1.383 2.955
Cl -0.063 -0.438 4.722
I -2.482 -2.976 2.986
I 1.419 -2.516 2.109
H 0.655 1.246 -3.594
H 1.923 1.073 -2.548
H 0.807 -0.358 -2.620
H -0.834 1.511 -1.418
H 0.663 1.913 -0.849
H 0.209 -1.013 -0.514
H 1.213 0.133 0.405
H -2.015 -0.344 0.582
H -1.204 1.110 1.188
```

Computed properties:
* gap between HOMO and LUMO (alpha / beta): 7.340 / 7.340 eV
* charge: 0



[2]
The following is a DFT calculation (ωB97M-V/def2-TZVPD) of C4H9ClIN as an isolated structure.

Geometry as XYZ:
```
16
Properties=species:S:1:pos:R:3
C -1.849 -0.941 -0.030
C 0.897 0.942 -1.769
C -0.109 -0.356 1.677
C 1.104 0.613 -0.318
N -0.373 0.045 0.317
Cl 1.404 2.047 0.611
I 2.705 -0.851 -0.072
H -2.023 -0.856 -1.092
H -1.606 -1.937 0.303
H -2.547 -0.406 0.584
H 1.783 1.428 -2.176
H 0.697 0.036 -2.338
H 0.048 1.618 -1.866
H 0.288 -1.383 1.755
H 0.609 0.308 2.156
H -1.031 -0.306 2.257
```

Computed properties:
* gap between HOMO and LUMO: 8.556 eV
* charge: 0



[3]
The following is a DFT calculation (ωB97M-V/def2-TZVPD) of one molecule with the formula C4H9ClN2.

Geometry as XYZ:
```
16
Properties=species:S:1:pos:R:3
C 1.424 -0.092 -0.635
C -1.092 -0.086 -0.911
C -0.308 -0.215 1.370
C 0.049 0.345 -0.023
N 1.568 -0.833 -1.608
N 2.486 0.553 0.232
Cl 4.091 -0.151 0.373
H -0.991 0.210 -1.977
H -1.144 -1.184 -0.786
H -1.803 0.588 -0.459
H -1.317 0.045 1.443
H 0.433 0.107 2.142
H -0.214 -1.337 1.272
H 0.132 1.469 0.116
H 2.588 -1.022 -1.969
H 2.237 0.816 1.184
```

Computed properties:
* gap between HOMO and LUMO: 10.137 eV
* charge: 0
* SMILES: [H]/N=C(\NCl)C(C)C



[4]
The following is a DFT calculation (ωB97M-V/def2-TZVPD) of one molecule with the formula C4H9ClN2O.

Geometry as XYZ:
```
17
Properties=species:S:1:pos:R:3
C -2.455 -0.820 -0.602
C 0.911 -0.087 0.154
C 0.869 1.391 0.452
C 2.154 -0.859 0.375
H -2.649 -0.783 -1.899
H -3.391 -0.107 -0.199
H -2.523 -1.939 -0.073
H -1.438 0.343 0.730
H 0.366 1.562 1.402
H 1.777 1.882 0.566
H -0.353 1.432 -1.089
H 1.836 -1.867 0.286
H 2.455 -0.798 1.412
N -1.300 -0.186 -0.151
N -0.120 -0.894 -0.049
O 0.355 2.070 -0.668
Cl 3.507 -0.342 -0.648
```

Computed properties:
* gap between HOMO and LUMO: 9.591 eV
* charge: 0
* SMILES: CN/N=C(\CO)CCl



[5]
The following is a DFT calculation (ωB97M-V/def2-TZVPD) of a 2-piece molecular cluster, C4H9ClO2 overall.

Geometry as XYZ:
```
16
Properties=species:S:1:pos:R:3
C 1.394 1.512 0.904
C -1.648 -1.942 -0.283
C 0.922 0.307 1.733
C -0.931 -0.139 -1.747
O -0.136 -0.083 -2.855
O -1.035 -1.348 -1.262
Cl -2.289 0.934 -1.840
H 0.550 2.073 0.560
H 1.945 1.369 0.046
H 2.068 2.104 1.463
H -1.236 -2.890 0.088
H -2.633 -1.640 0.098
H 1.552 -0.228 2.444
H 0.703 -0.332 0.988
H 0.047 0.792 2.245
H 0.728 -0.490 -2.583
```

Computed properties:
* gap between HOMO and LUMO (alpha / beta): 8.251 / 8.070 eV
* charge: 0



[6]
The following is a DFT calculation (ωB97M-V/def2-TZVPD) of a 2-piece molecular cluster, C4H9F2O3PSi overall.

Geometry as XYZ:
```
20
Properties=species:S:1:pos:R:3
C 1.820 1.448 0.019
C 0.870 -1.031 1.536
C 0.705 -0.533 -1.635
C -1.617 -0.665 0.090
O -2.539 1.848 -1.115
O -3.229 1.122 1.271
O -0.761 1.481 0.596
F -2.136 -1.507 0.942
F -2.278 -2.305 -1.427
Si 0.230 0.218 0.177
P -2.271 1.096 0.140
H 1.673 1.778 -1.021
H 2.113 2.316 0.674
H 2.601 0.675 -0.014
H 0.729 -0.511 2.471
H 0.293 -1.932 1.575
H 1.931 -1.352 1.329
H 1.129 0.068 -2.339
H 1.078 -1.553 -1.342
H -0.341 -0.662 -1.926
```

Computed properties:
* gap between HOMO and LUMO: 7.315 eV
* charge: -2



charge of number 6 (C4H9F2O3PSi)? -2



Which of these has the lowest charge? C4H9F2O3PSi